Entry from the Open Molecules 2025 dataset: a structure of composition C15H15N2O5Zr (ωB97M-V/def2-TZVPD).

Atoms and positions in Å:
Zr1 0.5819 -0.1781 -0.9109
O1 1.3046 0.1392 3.3417
C1 0.8774 -0.0589 2.1294
O2 1.3731 0.4373 1.1197
C2 -0.2829 -0.9940 1.9946
C3 -0.9784 -1.6187 3.0016
C4 -2.0239 -2.4707 2.6212
C5 -2.3186 -2.6610 1.2835
C6 -1.5540 -1.9862 0.3369
N1 -0.5753 -1.1830 0.7069
C7 -1.7225 -2.0935 -1.1636
O3 -2.5726 -2.7569 -1.6667
O4 -0.8001 -1.3460 -1.7832
H1 2.0435 0.7755 3.3408
H2 -0.7310 -1.4596 4.0411
H3 -2.5981 -2.9818 3.3819
H4 -3.1142 -3.3121 0.9485
C8 3.2640 -2.8246 -0.8037
C9 2.2459 -1.7615 -0.8229
O5 2.3371 -0.8775 -1.7362
H5 2.8323 -3.6284 -1.4161
H6 3.4037 -3.2350 0.1934
H7 4.2067 -2.5224 -1.2604
C10 2.1485 2.4205 -1.7828
C11 0.7477 2.7342 -1.3542
C12 0.1788 3.9116 -0.9995
C13 -1.1996 3.6447 -0.6912
C14 -1.4196 2.3176 -0.8703
C15 -2.6798 1.5347 -0.7222
N2 -0.2198 1.7068 -1.2756
H8 2.6477 3.3258 -2.1246
H9 2.1854 1.7271 -2.6296
H10 2.7829 2.0200 -0.9814
H11 0.6687 4.8727 -0.9950
H12 -1.9454 4.3701 -0.4051
H13 -3.5277 2.2131 -0.6398
H14 -2.7019 0.9089 0.1782
H15 -2.8645 0.8902 -1.5845

Lowest unoccupied orbital energy   -4.84 eV
HOMO level   -10.66 eV
Calculated total energy   -1113.2724 hartree
Energy relative to the best compared isomer or geometry (same formula, charge and spin)   19.3 kJ/mol
Net charge   +1
Orbital gap   0.2138 Ha

Atomic partial charges in e from the natural (NBO) method, atoms 1 to 2:
1 Zr 2.33
2 O -0.60